A.
{
  "formula": "C9H14",
  "method": "wB97M-V/def2-TZVPD",
  "spin_multiplicity": 2,
  "lumo_ev": [3.81, 3.79],
  "s2": 0.7614,
  "orbital_gap_ev": [2.904, 7.051],
  "charge": -1,
  "species": ["C", "C", "H", "H", "H", "H", "H", "H", "C", "C", "C", "C", "C", "C", "C", "H", "H", "H", "H", "H", "H", "H", "H"],
  "xyz": [[0.42515, 2.73975, -2.00668], [-0.39580, 3.47008, -0.95475], [1.42439, 3.16127, -2.06854], [0.40202, 1.66539, -1.84399], [0.03025, 2.93503, -3.01685], [-0.49108, 2.87848, -0.03471], [-1.43196, 3.69779, -1.21811], [0.07450, 4.36014, -0.53385], [1.87481, -2.27275, 1.82052], [-1.72447, -1.09052, -0.21598], [-1.12556, -2.30035, -0.55127], [-1.17117, -0.22332, 0.72576], [0.02865, -2.73955, 0.20695], [0.01145, -0.63958, 1.45483], [0.59796, -1.84073, 1.11684], [-2.61680, -0.79525, -0.76145], [-1.58785, -2.83693, -1.36726], [-1.71627, 0.68991, 0.92266], [0.52714, -3.67790, -0.01520], [0.37485, -0.01988, 2.27311], [2.75130, -2.08511, 1.19436], [1.77187, -3.32902, 2.09046], [1.96662, -1.74691, 2.78314]]
}



B.
{
  "formula": "C9H14",
  "method": "wB97M-V/def2-TZVPD",
  "spin_multiplicity": 2,
  "lumo_ev": [3.89, 3.70],
  "s2": 0.7609,
  "orbital_gap_ev": [2.831, 7.078],
  "charge": -1,
  "species": ["C", "C", "H", "H", "H", "H", "H", "H", "C", "C", "C", "C", "C", "C", "C", "H", "H", "H", "H", "H", "H", "H", "H"],
  "xyz": [[1.97941, -1.42429, -1.70734], [1.61652, -2.91626, -1.83124], [2.81604, -0.95488, -2.23932], [1.08161, -0.87652, -2.04592], [2.42491, -1.22803, -0.69529], [0.55744, -3.13781, -1.72503], [2.28125, -3.43798, -1.16012], [1.90640, -3.23029, -2.85400], [-1.36692, 0.90971, -1.70468], [-1.23317, -0.33653, 0.64887], [-0.99161, 0.69842, -0.25098], [-0.85986, -0.20183, 1.98776], [-0.08319, 0.84496, 2.54148], [-0.18562, 1.77959, 0.27290], [0.28030, 1.76644, 1.57047], [-2.05783, -0.97738, 0.39208], [-1.31216, -1.00750, 2.60045], [-0.48475, 1.30268, -2.25654], [-2.28139, 1.48020, -1.57044], [0.42386, 0.54448, 3.43264], [0.19734, 2.55221, -0.37969], [1.08161, 2.47026, 1.80746], [-1.45219, -0.07071, -2.19716]]
}



Which of them is the least stable? Correct choice: B.



A.
{
  "formula": "C9H14",
  "method": "wB97M-V/def2-TZVPD",
  "spin_multiplicity": 2,
  "lumo_ev": [4.08, 3.93],
  "s2": 0.7590,
  "orbital_gap_ev": [3.020, 7.534],
  "charge": -1,
  "species": ["C", "C", "C", "C", "C", "C", "C", "H", "H", "H", "H", "H", "H", "H", "H", "C", "C", "H", "H", "H", "H", "H", "H"],
  "xyz": [[1.23768, -2.97326, -0.28250], [0.06314, 0.67984, 1.72732], [1.45526, 0.37776, 1.50419], [-0.90459, -0.19942, 1.24704], [1.79752, -0.82449, 0.91074], [-0.55402, -1.36838, 0.57997], [0.83650, -1.73774, 0.47263], [-0.21779, 1.62992, 2.14923], [2.19088, 1.06574, 1.89531], [-1.93214, 0.09230, 1.40191], [2.84065, -1.12000, 0.79521], [-1.31336, -2.07330, 0.27252], [0.36730, -3.49727, -0.67519], [1.75349, -3.70675, 0.33840], [1.87669, -2.74253, -1.13962], [-1.82213, 2.21287, -1.07553], [-0.49798, 1.88490, -1.73701], [-2.32952, 1.30875, -0.74802], [-1.73084, 2.81727, -0.17269], [-2.57016, 2.70385, -1.69843], [-0.67688, 1.34239, -2.66564], [0.12973, 1.32579, -1.05242], [0.00057, 2.80178, -2.04739]]
}



B.
{
  "formula": "C9H14",
  "method": "wB97M-V/def2-TZVPD",
  "spin_multiplicity": 2,
  "lumo_ev": [3.86, 3.72],
  "s2": 0.7550,
  "orbital_gap_ev": [2.755, 7.964],
  "charge": -1,
  "species": ["C", "C", "H", "H", "H", "H", "H", "H", "C", "C", "C", "C", "C", "C", "C", "H", "H", "H", "H", "H", "H", "H", "H"],
  "xyz": [[3.99424, -1.20386, -0.88416], [2.60099, -0.83679, -0.46011], [4.55235, -1.97599, -0.39138], [4.18675, -1.34395, -1.96302], [4.72840, -0.36255, -0.66042], [1.75123, -1.50507, -0.92861], [2.46902, 0.24353, -0.47483], [2.15112, -1.22982, 0.47624], [-0.79866, -0.61283, -1.96576], [-0.93738, 1.87110, 0.96561], [-0.71998, 1.40010, -0.29799], [-1.60856, 1.07886, 1.92401], [-1.07407, 0.07155, -0.65046], [-1.76939, -0.30261, 1.72187], [-1.51112, -0.70845, 0.40807], [-0.58475, 2.82669, 1.31844], [-0.16168, 1.98776, -1.03947], [-2.09181, 1.56412, 2.73336], [-2.20337, -0.86701, 2.52784], [-0.14870, 0.04618, -2.53057], [-1.77749, -0.88388, -2.35375], [-1.52322, -1.85086, 0.30448], [-0.28185, -1.56069, -1.79824]]
}



C.
{
  "formula": "C9H14",
  "method": "wB97M-V/def2-TZVPD",
  "spin_multiplicity": 2,
  "lumo_ev": [3.80, 3.72],
  "s2": 0.7587,
  "orbital_gap_ev": [2.860, 7.304],
  "charge": -1,
  "species": ["C", "C", "C", "C", "C", "C", "C", "H", "H", "H", "H", "H", "H", "H", "H", "C", "C", "H", "H", "H", "H", "H", "H"],
  "xyz": [[-3.33638, 0.65078, 1.00205], [-0.60007, -1.73047, -0.20361], [-1.69382, -1.23954, 0.48682], [0.16370, -0.88677, -1.03412], [-2.10347, 0.11235, 0.31006], [-0.06479, 0.51717, -0.96218], [-1.17892, 0.99609, -0.29026], [-0.27294, -2.74990, -0.02555], [-2.25075, -1.93497, 1.10825], [0.91002, -1.27278, -1.71002], [0.67320, 1.20891, -1.37684], [-3.82770, 1.39219, 0.36524], [-3.15312, 1.08695, 2.00310], [-1.34666, 2.07185, -0.35759], [-4.07407, -0.15078, 1.14982], [4.01539, 0.93919, -0.45136], [3.30198, 0.09373, 0.61778], [3.77187, 1.99879, -0.35192], [5.09736, 0.80378, -0.58451], [3.59078, 0.72634, -1.44248], [2.41179, -0.35847, 0.19436], [3.96075, -0.54870, 1.19763], [2.93156, 0.79085, 1.36374]]
}



D.
{
  "formula": "C9H14",
  "method": "wB97M-V/def2-TZVPD",
  "spin_multiplicity": 2,
  "lumo_ev": [3.75, 3.64],
  "s2": 0.7623,
  "orbital_gap_ev": [2.930, 6.764],
  "charge": -1,
  "species": ["C", "C", "C", "C", "C", "C", "C", "H", "H", "H", "H", "H", "H", "H", "H", "C", "C", "H", "H", "H", "H", "H", "H"],
  "xyz": [[-0.24279, -1.54957, 2.01735], [1.69501, -1.62470, 0.49013], [0.32853, -1.25805, 0.73526], [2.45818, -1.23275, -0.61853], [-0.41869, -0.65853, -0.25045], [1.56258, -0.74547, -1.69179], [0.17912, -0.40157, -1.53478], [2.18953, -2.33659, 1.29206], [3.52270, -1.33570, -0.75543], [-0.74702, -0.79878, 2.38172], [0.34613, -1.96619, 2.87458], [-1.53229, -0.55165, -0.19486], [1.90493, -1.06363, -2.70318], [-0.52445, 0.05385, -2.30684], [-0.86147, -2.46226, 1.83746], [-2.77041, 2.78188, -0.00217], [-1.38624, 3.32770, 0.32865], [-3.55146, 2.95433, 0.66760], [-3.36100, 3.19487, -0.93224], [-2.70101, 1.71655, -0.21048], [-0.76514, 2.72086, 0.87465], [-1.67101, 4.33911, 0.79803], [-0.68020, 3.70158, -0.46509]]
}



Which of them is the least stable? Correct choice: D.



A.
{
  "formula": "C2H5PS",
  "method": "wB97M-V/def2-TZVPD",
  "spin_multiplicity": 1,
  "lumo_ev": [-0.48, -0.39],
  "orbital_gap_ev": [7.201, 7.695],
  "charge": 0,
  "species": ["C", "C", "P", "S", "H", "H", "H", "H", "H"],
  "xyz": [[2.23890, 0.34438, 0.37801], [-0.62506, -0.22538, 0.03530], [-2.31083, 0.39922, 0.21260], [0.71573, 0.83815, -0.15511], [2.34189, 0.04926, 1.39968], [3.09938, 0.56449, -0.28691], [-0.31493, -1.16525, 0.66700], [-2.73834, 0.09057, -1.12645], [-2.05061, 1.72312, -0.18202]]
}



B.
{
  "formula": "C2H5PS",
  "method": "wB97M-V/def2-TZVPD",
  "spin_multiplicity": 1,
  "lumo_ev": 1.00,
  "orbital_gap_ev": 9.846,
  "charge": 0,
  "species": ["P", "C", "C", "S", "H", "H", "H", "H", "H"],
  "xyz": [[-0.90138, 0.47625, 1.54608], [-0.41037, 0.84133, -0.17207], [0.69991, 0.11318, -1.00154], [1.03109, 1.83275, -0.55793], [0.35433, 0.81320, 2.16042], [-0.62359, -0.84917, 1.46842], [-1.15791, 1.06402, -0.85332], [1.27640, -0.56543, -0.32893], [0.55500, 0.00018, -2.02229]]
}



Which of them is the least stable? Correct choice: A.



A.
{
  "formula": "C2H5PS",
  "method": "wB97M-V/def2-TZVPD",
  "spin_multiplicity": 1,
  "lumo_ev": [-0.90, -0.64],
  "orbital_gap_ev": [7.460, 7.457],
  "charge": 0,
  "species": ["C", "C", "P", "S", "H", "H", "H", "H", "H"],
  "xyz": [[0.33170, -1.10368, -0.22921], [-0.23949, 1.43774, 0.74969], [0.36923, -2.78573, -0.25209], [0.86679, -0.04422, 0.90715], [-0.15889, 0.37732, -1.55561], [0.32766, 2.32888, 0.53858], [-0.86479, 1.60242, 1.59216], [-0.73606, 0.98407, -0.13661], [0.10386, -2.79680, -1.61406]]
}



B.
{
  "formula": "C2H5PS",
  "method": "wB97M-V/def2-TZVPD",
  "spin_multiplicity": 1,
  "lumo_ev": 0.63,
  "orbital_gap_ev": 9.509,
  "charge": 0,
  "species": ["P", "S", "H", "H", "H", "C", "C", "H", "H"],
  "xyz": [[0.15358, 1.37385, -0.43829], [-1.23378, 0.61732, -1.47027], [-0.06591, 1.10689, 0.98355], [1.56207, 1.23348, -0.77876], [0.45339, 2.76266, -0.19610], [0.30219, -1.45847, 0.42677], [-0.76421, -2.02986, 0.54312], [1.19439, -1.01140, 0.38249], [-1.60173, -2.59449, 0.54748]]
}



Which of them is the least stable? Correct choice: A.



A.
{
  "formula": "CH4N3O",
  "method": "wB97M-V/def2-TZVPD",
  "spin_multiplicity": 1,
  "lumo_ev": [-5.36, -5.17],
  "orbital_gap_ev": [8.472, 8.765],
  "charge": 1,
  "species": ["C", "N", "N", "N", "O", "H", "H", "H", "H"],
  "xyz": [[0.76215, 0.06720, -0.61375], [-2.12438, -0.29630, 0.08554], [1.52117, 0.46960, 0.33576], [-1.04396, -0.78124, 0.04123], [-2.70858, 0.66429, -0.14715], [0.89532, 0.21173, -1.60938], [2.34409, 0.99843, 0.09151], [1.24798, 0.33563, 1.31793], [-0.89379, -1.66934, 0.49831]]
}



B.
{
  "formula": "CH4N3O",
  "method": "wB97M-V/def2-TZVPD",
  "spin_multiplicity": 1,
  "lumo_ev": [-5.50, -5.50],
  "orbital_gap_ev": [9.626, 9.628],
  "charge": 1,
  "species": ["C", "N", "N", "N", "O", "H", "H", "H", "H"],
  "xyz": [[0.31386, -0.76599, 0.35385], [-1.24609, 0.93348, -1.84293], [-0.07014, 1.29933, 0.06833], [0.99461, -0.96787, 1.38767], [-0.70778, 1.54034, -0.89482], [-0.13566, -1.52358, -0.27273], [-1.72915, 1.56145, -2.48927], [1.21648, -1.89733, 1.76548], [1.36387, -0.17984, 1.92443]]
}



Which of them is the least stable? Correct choice: B.



A.
{
  "formula": "C19H30N4O4S",
  "method": "wB97M-V/def2-TZVPD",
  "spin_multiplicity": 1,
  "lumo_ev": 0.29,
  "orbital_gap_ev": 8.558,
  "charge": 0,
  "species": ["C", "C", "C", "C", "C", "O", "N", "C", "C", "C", "N", "C", "C", "N", "C", "O", "C", "C", "C", "S", "O", "O", "C", "C", "C", "N", "C", "C", "H", "H", "H", "H", "H", "H", "H", "H", "H", "H", "H", "H", "H", "H", "H", "H", "H", "H", "H", "H", "H", "H", "H", "H", "H", "H", "H", "H", "H", "H"],
  "xyz": [[-4.75188, 2.23598, -0.92160], [-3.65552, 2.93382, -0.17680], [-2.27875, 2.60727, -0.21553], [-1.60794, 3.47255, 0.63094], [-0.23960, 3.72301, 1.14568], [-0.11614, 4.51899, 2.07452], [0.84046, 3.09872, 0.59797], [2.14412, 3.29061, 1.21321], [2.63760, 2.04010, 1.93024], [2.79888, 0.82568, 1.00990], [1.60193, 0.05703, 0.68018], [1.10337, -0.75554, 1.78197], [0.28870, -1.93641, 1.26615], [1.06112, -2.63298, 0.25696], [1.06743, -3.97924, 0.15870], [0.34867, -4.68699, 0.84137], [2.06045, -4.57815, -0.85340], [2.16858, -3.78591, -2.17337], [0.92185, -4.13998, -2.96961], [0.87290, -5.92538, -2.84038], [-0.48195, -6.40628, -2.80924], [1.80259, -6.46007, -3.80622], [1.64416, -6.00733, -1.21195], [0.50916, 0.72126, -0.04051], [0.77809, 2.15034, -0.49615], [-2.55842, 4.29715, 1.17145], [-3.79308, 3.99352, 0.69656], [-5.00507, 4.74276, 1.13408], [-5.55565, 2.92297, -1.18791], [-4.37439, 1.80138, -1.84758], [-5.19240, 1.42525, -0.33715], [-1.86941, 1.80268, -0.80158], [2.85768, 3.56291, 0.42716], [2.05985, 4.12546, 1.90210], [3.60725, 2.26977, 2.37955], [1.95646, 1.80209, 2.75279], [3.28022, 1.14316, 0.07950], [3.49056, 0.11793, 1.47121], [1.96237, -1.14183, 2.33492], [0.48519, -0.17927, 2.48593], [0.06010, -2.62476, 2.07877], [-0.66738, -1.60426, 0.85278], [1.72846, -2.06175, -0.23715], [3.02684, -4.59006, -0.34441], [2.26568, -2.71154, -2.02900], [3.05337, -4.12061, -2.71791], [0.01476, -3.74641, -2.50889], [0.95299, -3.88566, -4.02629], [2.49175, -6.68022, -1.31966], [0.92069, -6.40629, -0.50564], [0.23661, 0.13132, -0.92521], [-0.38196, 0.75442, 0.59749], [0.00069, 2.45192, -1.19410], [1.72034, 2.21351, -1.04324], [-2.31202, 5.00260, 1.84752], [-5.86902, 4.44111, 0.54533], [-5.23642, 4.55019, 2.18384], [-4.87489, 5.81946, 1.01171]]
}



B.
{
  "formula": "C19H30N4O4S",
  "method": "wB97M-V/def2-TZVPD",
  "spin_multiplicity": 1,
  "lumo_ev": 0.46,
  "orbital_gap_ev": 8.484,
  "charge": 0,
  "species": ["C", "C", "C", "C", "C", "O", "N", "C", "C", "C", "N", "C", "C", "N", "C", "O", "C", "C", "C", "S", "O", "O", "C", "C", "C", "N", "C", "C", "H", "H", "H", "H", "H", "H", "H", "H", "H", "H", "H", "H", "H", "H", "H", "H", "H", "H", "H", "H", "H", "H", "H", "H", "H", "H", "H", "H", "H", "H"],
  "xyz": [[-1.04785, -4.94371, 1.41060], [-1.58765, -3.68063, 2.00847], [-1.39859, -2.37168, 1.50176], [-2.03961, -1.48602, 2.35039], [-2.26578, -0.02827, 2.51641], [-2.80928, 0.34315, 3.55753], [-1.90475, 0.85644, 1.55053], [-2.07909, 2.27865, 1.80873], [-0.76217, 2.97681, 2.12059], [0.27394, 2.86156, 0.99461], [1.01564, 1.61567, 0.89102], [2.04256, 1.43871, 1.89287], [3.15785, 0.49463, 1.41434], [3.50213, 0.68288, 0.01391], [3.87700, 1.89902, -0.43898], [4.20907, 2.79786, 0.31481], [3.94997, 2.10718, -1.96028], [3.64128, 3.58152, -2.27343], [2.13066, 3.72076, -2.12757], [1.49204, 2.30517, -3.01082], [0.38425, 1.70338, -2.31051], [1.34962, 2.64493, -4.40344], [2.98013, 1.29235, -2.82648], [0.31721, 0.37856, 0.55631], [-1.18280, 0.50950, 0.33946], [-2.59464, -2.24230, 3.34739], [-2.33886, -3.56144, 3.16069], [-2.83351, -4.59959, 4.10921], [-1.72139, -5.78621, 1.57176], [-0.91752, -4.83452, 0.33362], [-0.07732, -5.21480, 1.83281], [-0.83611, -2.14317, 0.61347], [-2.52734, 2.72722, 0.91603], [-2.77772, 2.38219, 2.63344], [-0.97344, 4.03671, 2.29100], [-0.34812, 2.58124, 3.05252], [-0.21298, 3.06440, 0.03494], [1.02335, 3.64662, 1.12832], [2.47924, 2.41294, 2.10611], [1.65590, 1.02718, 2.84042], [4.04162, 0.65216, 2.03300], [2.85826, -0.54713, 1.52582], [3.08015, 0.04646, -0.63621], [4.97818, 1.87043, -2.24227], [4.16794, 4.23390, -1.58274], [3.94636, 3.81718, -3.29423], [1.82170, 3.62445, -1.08684], [1.70339, 4.61268, -2.57980], [3.37351, 1.16490, -3.83340], [2.67290, 0.32014, -2.45033], [0.73849, -0.05866, -0.35990], [0.46754, -0.35072, 1.36211], [-1.57593, -0.41895, -0.06848], [-1.38774, 1.27516, -0.40816], [-3.09856, -1.80296, 4.10209], [-2.59335, -5.59379, 3.73760], [-2.37471, -4.49433, 5.09461], [-3.91616, -4.54134, 4.23677]]
}



Which of them is the least stable? Correct choice: A.